(1)
The following is a quantum chemistry calculation of a structure of composition C37H44BBr2FLaN12O9PS2, from the OMol25 dataset.

Atoms and positions in Å:
La  1.15100  -0.75927  0.56315
Br  7.64228  -0.92560  4.25433
C  6.01991  -1.00866  3.25546
C  4.80985  -0.96939  3.91529
C  3.66865  -1.01833  3.12573
N  3.70307  -1.11490  1.80569
C  4.87635  -1.13686  1.18032
C  6.08114  -1.08349  1.88093
C  4.85006  -1.12599  -0.31264
C  6.01722  -1.35295  -1.06040
C  5.92594  -1.23615  -2.42030
Br  7.45679  -1.60625  -3.49247
C  4.74810  -0.84344  -3.03544
C  3.68656  -0.54833  -2.19746
N  3.73304  -0.66071  -0.87476
H  4.74676  -0.89597  4.99077
H  2.68297  -0.98716  3.57768
H  7.03237  -1.07541  1.37245
H  6.92100  -1.70767  -0.59092
H  4.66654  -0.74721  -4.10732
H  2.75475  -0.17515  -2.60644
N  1.52673  -4.97317  1.78308
C  1.03142  -4.03033  2.67573
N  0.48950  -4.37985  3.83510
N  0.15413  -3.21174  4.40241
N  0.47574  -2.23633  3.61942
N  1.03563  -2.70821  2.48603
C  2.61343  -4.62487  0.99389
N  3.60120  -5.46856  0.71150
N  4.42835  -4.74826  -0.05271
N  3.94976  -3.55293  -0.19908
N  2.78885  -3.41847  0.45382
H  1.60630  -5.88965  2.19258
F  2.25582  1.02568  1.49028
C  -3.13198  5.49864  -4.65096
C  -2.92098  4.03746  -5.07642
C  -4.22974  3.27774  -4.84909
C  -2.60411  3.97687  -6.57815
C  -1.76370  3.44382  -4.26917
C  -0.47238  3.94664  -4.44833
C  0.62883  3.45126  -3.74965
C  0.40290  2.43455  -2.84581
O  1.26735  1.75817  -2.04988
B  0.51726  0.78586  -1.28160
O  -0.83417  0.97063  -1.70446
C  -0.88235  1.94618  -2.63868
C  -1.97185  2.42138  -3.33907
H  -3.97265  5.94655  -5.19044
H  -2.23922  6.09491  -4.84563
H  -3.34106  5.54529  -3.58069
H  -5.01265  3.70605  -5.48054
H  -4.55879  3.34430  -3.81098
H  -4.12311  2.22229  -5.10507
H  -3.43184  4.39005  -7.16261
H  -2.45033  2.93984  -6.88220
H  -1.70267  4.53859  -6.82314
H  -0.30283  4.75499  -5.15073
H  1.62451  3.84577  -3.91002
H  -2.93468  1.96238  -3.16297
C  -0.48325  -0.18846  5.93691
C  -1.50236  -0.10679  4.81151
O  -1.23695  0.97837  3.91500
P  0.15357  0.96859  3.03386
O  -0.44187  1.56981  1.63241
C  -1.35741  2.65988  1.58981
C  -2.69117  2.18595  1.04050
O  0.68890  2.36451  3.75791
C  1.81345  3.08110  3.25756
C  1.82377  4.44673  3.92157
H  -0.83284  -0.87075  6.71316
H  -0.31962  0.80322  6.36461
H  0.45749  -0.57252  5.53984
H  -2.49887  0.09281  5.21500
H  -1.51461  -1.04717  4.26107
H  -0.92595  3.42063  0.93199
H  -1.47827  3.08858  2.58554
H  -2.54416  1.70427  0.07174
H  -3.36761  3.03578  0.92084
H  -3.13764  1.46223  1.72423
H  1.75331  3.17629  2.17336
H  2.73537  2.53829  3.47957
H  0.88106  4.96223  3.72827
H  2.64448  5.04765  3.52514
H  1.94574  4.34965  5.00243
C  -0.14365  -4.36025  -3.07286
S  0.75555  -3.93461  -1.55031
C  -0.60855  -4.39883  -0.45137
O  0.85718  -2.44475  -1.55726
H  -1.07042  -3.79000  -3.10331
H  -0.34478  -5.43197  -3.04881
H  0.49842  -4.11674  -3.91759
H  -0.59763  -5.48489  -0.36365
H  -1.54426  -4.03328  -0.86341
H  -0.41298  -3.95188  0.52158
O  -1.34034  -1.18074  1.55122
C  -2.16132  -1.33608  0.63507
N  -1.85326  -1.44334  -0.65382
S  -3.15913  -1.61401  -1.57276
O  -3.17503  -2.91180  -2.22280
O  -3.43513  -0.49817  -2.44214
C  -4.35679  -1.62155  -0.23477
C  -5.72654  -1.77617  -0.22102
C  -6.36473  -1.75703  1.01503
C  -5.63713  -1.58229  2.19002
C  -4.25734  -1.42374  2.15723
C  -3.63118  -1.44875  0.92407
H  -6.28040  -1.90794  -1.14206
H  -7.43914  -1.88599  1.06391
H  -6.15785  -1.57323  3.13998
H  -3.66909  -1.28746  3.05664

- Energy: -250697.647 eV
- Energy relative to the best compared isomer or geometry (same formula, charge and spin): 46.30 kJ/mol
- Orbital gap: 6.29 eV
- Total charge: -2
- HOMO: -0.099 hartree

Here are the Mulliken charges for atoms 1 to 6, given in e: atom 1 (La): 3.099, atom 2 (Br): -0.241, atom 3 (C): -0.190, atom 4 (C): -1.003, atom 5 (C): -0.364, atom 6 (N): 0.566

=====

(2)
The following is a quantum chemistry calculation of an isolated molecule of C3H5N3, from the OMol25 dataset.

Atoms and positions in Å:
C  -1.40943  -0.18513  -0.09808
N  -0.01423  0.08137  0.22660
C  0.73524  1.17353  -0.10794
N  1.99718  0.86195  -0.20370
N  2.11240  -0.48233  0.06382
C  0.91053  -0.91838  0.31189
H  -1.42335  -0.66719  -1.07878
H  -1.99507  0.73654  -0.14539
H  -1.86794  -0.85447  0.63686
H  0.33651  2.17721  -0.17627
H  0.62199  -1.93135  0.56192

- Energy: -7661.508 eV
- Energy relative to the best compared isomer or geometry (same formula, charge and spin): 91.42 kJ/mol
- Orbital gap: 10.61 eV
- HOMO: -0.365 hartree

Here are the Mulliken charges for atoms 1 to 6, given in e: atom 1 (C): -0.788, atom 2 (N): 0.022, atom 3 (C): -0.007, atom 4 (N): -0.412, atom 5 (N): -0.426, atom 6 (C): -0.064

=====

(3)
The following is a quantum chemistry calculation of a structure of composition C30H23BrN5O5Sn, from the OMol25 dataset.

Atoms and positions in Å:
Sn  -1.57592  -1.47972  1.84339
O  -3.71935  4.94226  -2.10359
N  -2.67276  4.44946  -1.75281
O  -1.57325  4.77352  -2.15332
C  -2.73149  3.39321  -0.71538
C  -3.76794  3.45899  0.13580
C  -3.87513  2.52092  1.20832
C  -4.94143  2.53660  2.12605
C  -4.98984  1.59278  3.11467
C  -3.97513  0.62834  3.16602
N  -2.96309  0.60331  2.32285
C  -2.89516  1.53896  1.35907
C  -1.79179  1.47563  0.43971
N  -0.89679  0.47517  0.60959
C  0.09532  0.35259  -0.25041
C  0.25141  1.20326  -1.34657
C  -0.64582  2.21637  -1.54292
C  -1.69971  2.39168  -0.61867
H  -4.51799  4.22750  0.00530
H  -5.71423  3.29031  2.03480
H  -5.79357  1.56805  3.83665
H  -3.99717  -0.15396  3.91633
H  0.77120  -0.47610  -0.09456
H  1.06817  1.03076  -2.03338
H  -0.55649  2.87529  -2.39209
C  5.44086  -1.68940  2.05961
N  4.10088  -1.17257  2.30866
N  3.06877  -1.60535  1.49308
C  1.87798  -1.56508  2.20147
O  0.78943  -1.85940  1.65787
C  2.22739  -1.17514  3.52312
C  3.58107  -0.98371  3.54812
C  4.46692  -0.67995  4.70557
C  3.16807  -1.51461  0.07337
C  2.48748  -2.44292  -0.69942
C  2.52322  -2.32242  -2.08128
C  3.24974  -1.30416  -2.68263
C  3.93738  -0.38647  -1.89701
C  3.88596  -0.47795  -0.51393
H  5.68005  -1.58569  1.00566
H  5.52103  -2.74002  2.34450
H  6.14845  -1.09911  2.63333
H  1.54738  -1.06346  4.35024
H  3.86343  -0.46780  5.58415
H  5.10149  0.18328  4.50283
H  5.11355  -1.52941  4.93351
H  1.91632  -3.22563  -0.22174
H  1.99034  -3.04282  -2.68836
H  3.28847  -1.22906  -3.76184
H  4.50903  0.40766  -2.36041
H  4.38983  0.25181  0.10833
Br  -3.92025  1.67870  -4.17298
C  -2.96672  0.09379  -3.77881
C  -2.21627  -0.53865  -4.75754
C  -1.46504  -1.65991  -4.41967
C  -1.43720  -2.12090  -3.11278
C  -2.20863  -1.48261  -2.15013
C  -2.99655  -0.38707  -2.48408
C  -2.06913  -1.80723  -0.71228
O  -1.08516  -2.43418  -0.25688
O  -2.89210  -1.27927  0.10480
H  -2.21329  -0.15675  -5.76948
H  -0.88509  -2.15997  -5.18420
H  -0.82120  -2.96177  -2.82413
H  -3.58995  0.10005  -1.72351

- Energy: -125039.924 eV
- Energy relative to the best compared isomer or geometry (same formula, charge and spin): 7.81 kJ/mol
- Orbital gap: 7.94 eV
- Total charge: +1
- HOMO: -0.418 hartree

Here are the Mulliken charges for atoms 1 to 6, given in e: atom 1 (Sn): 0.822, atom 2 (O): -0.607, atom 3 (N): 1.128, atom 4 (O): -0.606, atom 5 (C): 0.265, atom 6 (C): -0.900